[1]
This record from the Open Molecules 2025 dataset describes one molecule with the formula C18H22N2O3S. The level of theory is wB97M-V/def2-TZVPD.

Bonds (Å) are listed after each position.
Positions of all 46 atoms, in Å:
1 C 3.7409 0.1918 -3.8021  C2 1.527, H25 1.087, H26 1.086, H27 1.087
2 C 2.5223 -0.3085 -3.0288  C1 1.527, N3 1.446, H28 1.094, H29 1.096
3 N 1.6690 0.7103 -2.4601  C2 1.446, C4 1.450, S6 1.672
4 C 0.8586 1.5513 -3.3197  N3 1.450, C5 1.526, H30 1.094, H31 1.093
5 C 1.5622 2.8005 -3.8434  C4 1.526, H32 1.087, H33 1.086, H34 1.088
6 S 2.2368 1.4184 -1.0558  N3 1.672, O7 1.436, O8 1.433, C9 1.793
7 O 3.6150 1.8110 -1.1541  S6 1.436
8 O 1.2737 2.4045 -0.6650  S6 1.433
9 C 2.1137 0.0249 0.0657  S6 1.793, C10 1.381, C24 1.380
10 C 3.2427 -0.6086 0.5471  C9 1.381, C11 1.387, H35 1.079
11 C 3.0945 -1.6826 1.4122  C10 1.387, C12 1.383, H36 1.079
12 C 1.8279 -2.1073 1.7714  C11 1.383, C13 1.394, H37 1.080
13 C 0.6907 -1.4734 1.2729  C12 1.394, C14 1.499, C24 1.391
14 C -0.6463 -1.9742 1.7283  C13 1.499, O15 1.215, N16 1.352
15 O -0.7911 -2.5479 2.7891  C14 1.215
16 N -1.6548 -1.7747 0.8509  C14 1.352, C17 1.444, H38 1.006
17 C -3.0249 -2.1033 1.1653  N16 1.444, C18 1.512, H39 1.097, H40 1.093
18 C -3.8825 -0.9001 1.4850  C17 1.512, C19 1.388, C23 1.389
19 C -3.6508 0.3407 0.9071  C18 1.388, C20 1.384, H41 1.080
20 C -4.4640 1.4200 1.2078  C19 1.384, C21 1.383, H42 1.080
21 C -5.5243 1.2704 2.0837  C20 1.383, C22 1.385, H43 1.080
22 C -5.7656 0.0353 2.6612  C21 1.385, C23 1.383, H44 1.080
23 C -4.9481 -1.0403 2.3657  C18 1.389, C22 1.383, H45 1.080
24 C 0.8449 -0.3868 0.4190  C9 1.380, C13 1.391, H46 1.079
25 H 3.4493 0.6384 -4.7487  C1 1.087
26 H 4.2709 0.9278 -3.2041  C1 1.086
27 H 4.4057 -0.6435 -4.0090  C1 1.087
28 H 2.8592 -0.9143 -2.1824  C2 1.094
29 H 1.9004 -0.9423 -3.6709  C2 1.096
30 H 0.4966 0.9313 -4.1446  C4 1.094
31 H 0.0050 1.8646 -2.7127  C4 1.093
32 H 1.9580 3.3639 -3.0027  C5 1.087
33 H 2.3799 2.5518 -4.5128  C5 1.086
34 H 0.8485 3.4219 -4.3795  C5 1.088
35 H 4.2123 -0.2405 0.2498  C10 1.079
36 H 3.9654 -2.1825 1.8077  C11 1.079
37 H 1.6906 -2.9334 2.4530  C12 1.080
38 H -1.4703 -1.3041 -0.0190  N16 1.006
39 H -3.4641 -2.6491 0.3205  C17 1.097
40 H -2.9926 -2.7688 2.0320  C17 1.093
41 H -2.8289 0.4806 0.2199  C19 1.080
42 H -4.2659 2.3802 0.7550  C20 1.080
43 H -6.1579 2.1128 2.3177  C21 1.080
44 H -6.5890 -0.0892 3.3488  C22 1.080
45 H -5.1343 -2.0006 2.8243  C23 1.080
46 H 0.0133 0.1892 0.0438  C24 1.079

Values from the calculation:
Orbital gap = 9.765 eV
Energy above the lowest of the compared OMol25 structures with the same formula, charge and spin = 1.464 eV
E = -1432.5304 a.u.
SMILES = CCN(CC)S(=O)(=O)c1cccc(C(=O)NCc2ccccc2)c1
Net charge = 0

[2]
This record from the Open Molecules 2025 dataset describes one molecule with the formula C18H22N2O3S2. The level of theory is wB97M-V/def2-TZVPD.

Bonds (Å) are listed after each position.
Positions of all 47 atoms, in Å:
1 C 5.3357 0.2365 0.0263  S2 1.808, H26 1.081, H27 1.083, H28 1.081
2 S 3.7081 0.5357 0.7543  C1 1.808, O3 1.443, O4 1.427, N5 1.661
3 O 3.4881 1.9616 0.7889  S2 1.443
4 O 3.6270 -0.1878 1.9811  S2 1.427
5 N 2.7054 -0.1601 -0.3729  S2 1.661, C6 1.449, C20 1.417
6 C 2.4451 0.6003 -1.5789  N5 1.449, C7 1.537, H29 1.091, H30 1.094
7 C 1.0775 1.2977 -1.5156  C6 1.537, O8 1.214, N9 1.342
8 O 0.1776 1.0302 -2.2858  C7 1.214
9 N 0.9945 2.2099 -0.5349  C7 1.342, C10 1.444, H31 1.016
10 C -0.2530 2.8588 -0.2069  N9 1.444, C11 1.527, H32 1.092, H33 1.093
11 C -0.9687 2.1284 0.9275  C10 1.527, S12 1.815, H34 1.090, H35 1.092
12 S -2.6416 2.7765 1.2027  C11 1.815, C13 1.839
13 C -3.5261 2.0032 -0.2117  S12 1.839, C14 1.491, H36 1.089, H37 1.089
14 C -3.4797 0.5142 -0.1394  C13 1.491, C15 1.391, C19 1.391
15 C -2.6154 -0.2094 -0.9540  C14 1.391, C16 1.384, H38 1.081
16 C -2.5765 -1.5908 -0.8736  C15 1.384, C17 1.384, H39 1.080
17 C -3.3893 -2.2600 0.0239  C16 1.384, C18 1.385, H40 1.080
18 C -4.2383 -1.5434 0.8517  C17 1.385, C19 1.382, H41 1.080
19 C -4.2818 -0.1645 0.7718  C14 1.391, C18 1.382, H42 1.081
20 C 1.7316 -1.1043 0.0375  N5 1.417, C21 1.389, C25 1.388
21 C 1.5439 -2.2591 -0.7120  C20 1.389, C22 1.383, H43 1.079
22 C 0.6113 -3.1968 -0.3082  C21 1.383, C23 1.385, H44 1.080
23 C -0.1324 -2.9916 0.8416  C22 1.385, C24 1.384, H45 1.079
24 C 0.0487 -1.8366 1.5820  C23 1.384, C25 1.384, H46 1.079
25 C 0.9741 -0.8894 1.1805  C20 1.388, C24 1.384, H47 1.078
26 H 5.3915 0.7112 -0.9436  C1 1.081
27 H 6.0722 0.6588 0.6982  C1 1.083
28 H 5.4584 -0.8352 -0.0495  C1 1.081
29 H 3.2313 1.3502 -1.6738  C6 1.091
30 H 2.4562 -0.0613 -2.4500  C6 1.094
31 H 1.7900 2.3400 0.0832  N9 1.016
32 H -0.0622 3.8970 0.0733  C10 1.092
33 H -0.8681 2.8373 -1.1104  C10 1.093
34 H -0.4386 2.2602 1.8703  C11 1.090
35 H -1.0571 1.0633 0.7048  C11 1.092
36 H -3.0808 2.3795 -1.1316  C13 1.089
37 H -4.5437 2.3804 -0.1179  C13 1.089
38 H -1.9730 0.2999 -1.6580  C15 1.081
39 H -1.9060 -2.1404 -1.5168  C16 1.080
40 H -3.3647 -3.3385 0.0784  C17 1.080
41 H -4.8709 -2.0610 1.5582  C18 1.080
42 H -4.9396 0.3987 1.4183  C19 1.081
43 H 2.1286 -2.4179 -1.6052  C21 1.079
44 H 0.4706 -4.0946 -0.8919  C22 1.080
45 H -0.8534 -3.7287 1.1592  C23 1.079
46 H -0.5381 -1.6663 2.4717  C24 1.079
47 H 1.1313 0.0080 1.7573  C25 1.078

Values from the calculation:
Orbital gap = 8.831 eV
Energy above the lowest of the compared OMol25 structures with the same formula, charge and spin = 0.295 eV
E = -1830.7295 a.u.
SMILES = CS(=O)(=O)N(CC(=O)NCCSCc1ccccc1)c1ccccc1
Net charge = 0

[3]
This record from the Open Molecules 2025 dataset describes a 2-piece molecular cluster, C18H22N2O4 overall. The level of theory is wB97M-V/def2-TZVPD.

Bonds (Å) are listed after each position.
Positions of all 46 atoms, in Å:
1 C -5.2755 2.5062 -1.9150  C2 1.516, H21 1.091, H22 1.085, H23 1.085
2 C -4.2180 2.0627 -2.9062  C1 1.516, O3 1.415, H24 1.091, H25 1.091
3 O -2.9500 2.2943 -2.3225  C2 1.415, C4 1.420
4 C -1.8639 1.6978 -3.0156  O3 1.420, C5 1.524, H26 1.087, H27 1.091
5 C -1.8343 0.1752 -2.9530  C4 1.524, C6 1.502, H28 1.088, H29 1.088
6 C -1.6703 -0.3799 -1.5675  C5 1.502, C7 1.394, C20 1.373
7 C -2.3012 0.1889 -0.4627  C6 1.394, N8 1.324, H30 1.078
8 N -2.1260 -0.3728 0.7237  C7 1.324, N9 1.312, H31 1.014
9 N -1.4090 -1.4363 1.0008  N8 1.312, C10 1.321
10 C -0.7704 -1.9801 -0.0192  N9 1.321, C11 1.495, C20 1.401
11 C 0.1214 -3.1410 0.2832  C10 1.495, C12 1.541, H32 1.090, H33 1.083
12 C 1.3601 -2.7648 1.1194  C11 1.541, O13 1.187, C14 1.489
13 O 2.1845 -3.6015 1.2903  C12 1.187
14 C 1.5082 -1.3833 1.6541  C12 1.489, C15 1.393, C19 1.400
15 C 2.2567 -0.4385 0.9560  C14 1.393, C16 1.377, H34 1.079
16 C 2.3781 0.8392 1.4544  C15 1.377, C17 1.391, H35 1.079
17 C 1.7691 1.2060 2.6502  C16 1.391, C18 1.399, H36 1.079
18 C 1.0366 0.2561 3.3709  C17 1.399, C19 1.383, H37 1.079
19 C 0.9084 -1.0253 2.8678  C14 1.400, C18 1.383, H38 1.082
20 C -0.8925 -1.4851 -1.3241  C6 1.373, C10 1.401, H39 1.078
21 H -5.2646 1.8508 -1.0427  C1 1.091
22 H -5.0769 3.5119 -1.5595  C1 1.085
23 H -6.2682 2.4536 -2.3495  C1 1.085
24 H -4.3907 1.0090 -3.1312  C2 1.091
25 H -4.3400 2.6452 -3.8208  C2 1.091
26 H -0.9603 2.0839 -2.5511  C4 1.087
27 H -1.8642 2.0374 -4.0527  C4 1.091
28 H -2.7088 -0.2621 -3.4298  C5 1.088
29 H -0.9887 -0.1552 -3.5523  C5 1.088
30 H -2.9184 1.0686 -0.5453  C7 1.078
31 H -2.5773 0.0583 1.5233  N8 1.014
32 H -0.4558 -3.8428 0.8851  C11 1.090
33 H 0.4110 -3.6532 -0.6263  C11 1.083
34 H 2.7433 -0.6864 0.0248  C15 1.079
35 H 2.9802 1.5510 0.9115  C16 1.079
36 H 1.8849 2.2025 3.0468  C17 1.079
37 H 0.5784 0.4971 4.3176  C18 1.079
38 H 0.3432 -1.7751 3.4050  C19 1.082
39 H -0.3627 -1.9683 -2.1287  C20 1.078
40 C 5.4625 -0.4405 2.4581  C41 1.546, H44 1.091, H45 1.094, H46 1.087
41 C 6.4287 -0.0411 1.3197  C40 1.546, O42 1.244, O43 1.260
42 O 7.4700 -0.7119 1.1998  C41 1.244
43 O 6.0197 0.9236 0.6207  C41 1.260
44 H 5.8269 -1.2886 3.0389  C40 1.091
45 H 5.3154 0.4055 3.1357  C40 1.094
46 H 4.5007 -0.6910 2.0176  C40 1.087

Values from the calculation:
Orbital gap = 2.598 eV
Energy above the lowest of the compared OMol25 structures with the same formula, charge and spin = 6.786 eV
E = -1109.4159 a.u.
Net charge = 0